1.
{
  "formula": "C25H29AgO4P2",
  "method": "ωB97M-V/def2-TZVPD",
  "total_charge": 0,
  "e_tot_ha": -2100.668624,
  "e_homo_ha": -0.2244,
  "max_force_ev_per_a": 0.56,
  "species": ["H", "C", "C", "H", "H", "P", "C", "H", "H", "C", "H", "C", "O", "H", "H", "H", "H", "H", "C", "C", "O", "C", "H", "C", "C", "C", "C", "C", "C", "P", "H", "C", "O", "H", "C", "H", "H", "H", "H", "C", "H", "H", "C", "H", "H", "H", "C", "C", "C", "H", "H", "C", "O", "Ag", "C", "C", "H", "H", "H", "H", "C"],
  "xyz": [[-1.43567, -4.92771, 0.39340], [-1.49230, 5.41665, -0.70580], [1.83296, -1.41817, -2.20336], [-4.93948, 0.03617, 1.70732], [-4.49103, 0.76765, -1.87330], [-2.11399, 1.76046, -0.58439], [0.59542, -4.39755, 3.03812], [3.02979, -1.30816, 3.36957], [-4.98701, 3.53174, -3.08878], [-4.15298, 1.72258, -2.28647], [-0.87332, -5.89693, 2.60391], [-4.99705, 1.10868, 1.52228], [0.06808, -0.37878, -3.35542], [-3.22268, 1.62244, 2.63173], [-3.66629, 2.80188, 1.38866], [4.61795, -4.08177, -1.85604], [3.86541, -3.36459, -4.09973], [5.32059, 1.85373, 0.36037], [-5.33341, 2.57362, -2.70148], [3.83711, -3.33773, -1.95286], [-1.52212, 3.12734, 0.06917], [-0.03845, -3.31992, 0.57652], [0.20362, 4.11823, -0.42771], [3.25199, -2.79274, -0.82293], [-0.82958, 4.05596, -0.77647], [3.05736, -0.47179, 1.38272], [0.79840, -0.32672, -2.37865], [3.51922, -0.63594, 2.68555], [-3.62237, 1.73847, 1.62440], [1.53072, -1.12835, 0.62128], [-5.98438, 2.76288, -1.84755], [3.41335, -2.93499, -3.21376], [-2.69877, 1.07492, 0.74019], [3.38000, 0.57749, -0.46280], [4.62593, 0.06851, 3.14115], [-1.51597, 5.77282, 0.32396], [1.98858, -2.81367, 3.24282], [-5.65654, 1.56228, 2.26296], [3.56341, -3.12258, 0.16253], [4.82033, 1.15266, 1.01641], [-5.90654, 2.06795, -3.47856], [-0.28779, -2.89338, -0.38966], [-0.36873, -5.00599, 2.25382], [-2.51467, 5.35787, -1.07897], [-0.81919, 3.69693, -1.81062], [-5.41849, 1.26794, 0.52908], [2.40758, -1.99374, -3.33641], [2.26352, -1.81783, -0.93706], [1.24370, -3.24972, 2.59930], [6.12850, 1.52706, 2.68055], [-0.93191, 6.12860, -1.31297], [3.72755, 0.44164, 0.55625], [-3.40933, 2.44990, -1.29770], [0.23392, 0.74700, -0.59576], [-0.68300, -4.46024, 1.01536], [5.27656, 0.96887, 2.31502], [0.85209, -4.81558, 4.00338], [-3.50993, 1.50620, -3.14322], [4.97696, -0.09038, 4.15302], [2.04493, -1.68244, -4.30823], [0.94746, -2.69973, 1.35590]],
  "mulliken_charge": [0.394, -1.228, 0.494, 0.282, 0.356, 1.037, -0.719, 0.290, 0.298, -0.238, 0.371, -1.050, -0.541, 0.370, 0.206, 0.414, 0.386, 0.393, -1.250, -0.693, -0.360, -0.662, 0.352, -0.383, -0.274, 1.026, -0.292, -0.307, -0.099, 1.140, 0.282, -0.511, -0.344, 0.304, -0.700, 0.295, 0.131, 0.378, 0.370, -0.727, 0.396, 0.389, -0.442, 0.261, 0.332, 0.167, -0.576, 0.221, -0.177, 0.376, 0.387, -0.748, -0.356, -0.778, -0.685, -0.459, 0.393, 0.367, 0.391, 0.480, 0.870]
}

=====

2.
{
  "formula": "C6H11BrO3S",
  "method": "ωB97M-V/def2-TZVPD",
  "total_charge": 0,
  "relative_energy_kj_mol": 54.2,
  "e_tot_ha": -3433.065409,
  "e_homo_ha": -0.3745,
  "max_force_ev_per_a": 3.41,
  "species": ["H", "O", "C", "H", "Br", "C", "H", "H", "H", "H", "C", "H", "O", "O", "H", "S", "H", "C", "C", "C", "H", "H"],
  "xyz": [[-1.88395, 1.39869, -1.23090], [-0.18702, 1.88316, 0.97042], [-0.79048, -0.32363, -1.05101], [3.15198, 1.51409, -0.61323], [-2.64823, -0.25135, 1.14799], [-1.85673, 0.38540, -1.82522], [1.53507, 1.02560, -1.21129], [-2.89317, 0.02494, -1.66940], [-1.23357, -2.83745, 0.00388], [1.86187, -0.63740, 0.47661], [1.98328, 0.35418, 0.81276], [0.38151, -2.42392, 0.61687], [0.04896, 0.24048, 2.70265], [0.26086, -0.70876, -1.53515], [2.78171, 0.78969, 1.51027], [0.20795, 0.57706, 1.33701], [-1.08372, -2.36948, 1.76525], [2.07906, 1.35916, -0.39129], [-0.97532, -0.61476, 0.38100], [-0.71421, -2.09876, 0.72053], [-1.66609, 0.41688, -2.88125], [1.64024, 2.29619, -0.03650]],
  "mulliken_charge": [0.318, -0.608, 0.664, 0.380, 0.051, -1.416, 0.298, 0.362, 0.380, 0.300, -0.422, 0.247, -0.641, -0.558, 0.363, 1.219, 0.405, -1.109, 0.357, -1.345, 0.392, 0.363]
}

=====

3.
{
  "formula": "C2HN2O2",
  "method": "ωB97M-V/def2-TZVPD",
  "total_charge": -1,
  "relative_energy_kj_mol": 385.0,
  "e_tot_ha": -336.706488,
  "e_homo_ha": -0.0669,
  "max_force_ev_per_a": 2.69,
  "species": ["N", "O", "O", "C", "C", "H", "N"],
  "xyz": [[0.25374, -1.36744, -0.46900], [-2.09939, 1.54373, 1.67972], [-3.43956, 1.26493, -0.23657], [-0.60994, -0.29066, -0.64426], [-2.78715, 1.44781, 0.73299], [-0.01559, 0.53521, -1.35025], [-0.57133, -1.79509, -1.29446]],
  "mulliken_charge": [-0.296, -0.322, -0.341, -0.179, 0.539, -0.043, -0.358]
}

=====

4.
{
  "formula": "C9H22FIInNO3P",
  "method": "ωB97M-V/def2-TZVPD",
  "total_charge": -1,
  "e_tot_ha": -1565.729862,
  "e_homo_ha": -0.1844,
  "max_force_ev_per_a": 2.27,
  "species": ["H", "O", "P", "H", "H", "H", "H", "H", "In", "H", "H", "H", "H", "C", "H", "C", "H", "C", "H", "C", "O", "C", "I", "H", "O", "H", "H", "H", "C", "H", "C", "N", "H", "F", "H", "C", "C", "H", "H"],
  "xyz": [[-1.59523, -0.16575, 3.15858], [2.15130, 3.43546, -2.23622], [1.39461, 2.03740, -2.81047], [-2.45676, 0.91673, 0.01068], [1.00810, 1.07026, 3.00459], [2.77990, -0.67629, 1.42546], [-4.23164, 0.73048, 0.09998], [-0.48328, 2.22582, 0.93040], [0.69789, 0.37061, -0.95885], [2.19988, -3.02250, 2.17629], [-3.39465, 0.70068, -1.49045], [1.92708, -3.50037, 0.41993], [0.79123, -2.40581, 1.29960], [-1.63289, -1.56599, -0.77131], [-0.88940, -1.00176, -2.55885], [2.74193, -1.50708, 0.69185], [1.51925, 4.15182, -2.36169], [0.28647, 0.68884, 2.24991], [-1.81181, 1.48271, 2.36557], [1.85553, -2.69260, 1.17169], [-0.05058, 2.52995, -3.56423], [-1.13531, 0.81813, 2.94341], [2.08733, 2.96118, 1.30397], [-0.67378, 2.85846, -2.90932], [2.23201, 1.27039, -3.81781], [3.33755, -0.46420, -1.08081], [-1.00802, -1.74055, 0.13049], [-1.75710, -2.48806, -1.38735], [0.41361, 1.56530, 0.93926], [0.52936, -0.37939, 2.10481], [2.44384, -1.04041, -0.75024], [-1.09626, -0.53048, -1.68301], [-3.38030, -1.57652, 0.65102], [4.07589, -2.03591, 0.68385], [-3.78413, -1.60286, -1.13924], [-3.12870, -1.16817, -0.35040], [-3.32215, 0.38151, -0.43533], [-0.99592, 1.31301, 3.93022], [2.35515, -1.94400, -1.38601]],
  "mulliken_charge": [0.263, -0.460, 0.565, -0.069, 0.538, 0.114, 0.349, 0.638, 0.920, 0.300, 0.258, 0.358, 0.138, 0.136, 0.238, 0.708, 0.275, 0.210, 0.281, -1.103, -0.542, -1.150, -0.118, 0.305, -0.666, 0.293, -0.426, 0.396, -1.229, -0.369, -1.196, -0.552, 0.328, -0.392, 0.308, -0.607, -0.641, 0.298, 0.303]
}

=====

5.
{
  "formula": "C12H17N5O4",
  "method": "ωB97M-V/def2-TZVPD",
  "total_charge": 0,
  "relative_energy_kj_mol": 437.1,
  "e_tot_ha": -1041.802609,
  "e_homo_ha": -0.2641,
  "max_force_ev_per_a": 5.92,
  "species": ["C", "H", "H", "O", "C", "H", "O", "C", "N", "O", "N", "H", "H", "O", "N", "C", "H", "C", "H", "H", "C", "C", "C", "C", "C", "H", "H", "H", "H", "C", "N", "H", "H", "H", "C", "H", "N", "H"],
  "xyz": [[-0.09297, -3.44181, 0.76585], [-1.86562, -1.13334, -2.64674], [-3.27734, -3.73785, -0.64209], [2.46072, 7.35619, -1.35474], [-2.70101, -3.17608, -1.45158], [2.11185, 3.71195, -1.64675], [-0.29874, -2.94829, -0.58471], [0.26144, -2.25132, 1.79111], [-0.06409, 3.19092, -1.27312], [3.17990, 5.35950, -0.95177], [2.78749, 6.23083, -1.76280], [0.84804, -4.10718, 0.71924], [-2.19672, -0.14599, -1.12481], [2.72090, 5.96104, -2.97789], [1.48214, 1.46980, -1.78797], [0.13575, 0.94249, -1.59626], [-3.44558, -2.40564, -1.88811], [-0.78358, -1.47382, 2.63024], [0.73793, -0.94497, -2.00374], [-1.75544, 1.93743, -1.06334], [2.06289, -0.64259, 2.91885], [-1.55837, -2.26758, -0.71986], [-1.46811, -0.90140, -1.58541], [0.99808, 0.13671, 3.73269], [1.31562, 2.89946, -1.58348], [2.59223, -2.34395, 1.38736], [-1.88574, -1.78316, 2.49674], [-1.37018, 0.18828, 4.10634], [-0.93274, -4.12465, 1.14387], [1.75251, -1.82229, 1.95680], [-0.08402, -0.37882, -1.74015], [3.15412, -0.35304, 3.04375], [-0.53171, 4.08647, -1.07937], [-2.03534, -1.96874, 0.28809], [-0.47737, -0.29956, 3.58760], [1.23161, 1.00294, 4.42935], [-0.75381, 2.01684, -1.27137], [-2.25474, -3.83880, -2.26181]],
  "mulliken_charge": [-0.794, 0.230, 0.346, -0.626, -1.280, 0.452, -0.405, 0.751, -0.238, -0.692, 0.968, 0.352, 0.222, -0.617, -0.517, 0.373, 0.376, -0.164, 0.273, 0.248, -0.422, 0.986, -0.694, -0.434, -0.005, 0.305, 0.253, 0.334, 0.297, -0.472, 0.004, 0.320, 0.253, -0.238, -0.497, 0.346, 0.096, 0.310]
}

=====

6.
{
  "formula": "C3H4F3N4O4S",
  "method": "ωB97M-V/def2-TZVPD",
  "total_charge": -1,
  "e_tot_ha": -1334.473246,
  "e_homo_ha": -0.1036,
  "max_force_ev_per_a": 1.76,
  "species": ["N", "N", "H", "H", "O", "S", "F", "H", "F", "O", "O", "N", "F", "N", "C", "H", "O", "C", "C"],
  "xyz": [[-0.90331, -0.68555, -1.44759], [0.20879, -1.17581, 0.42779], [0.68100, -1.06304, 1.30856], [-0.62282, 1.35126, 1.00942], [0.64555, 3.41723, -0.62347], [0.11298, 4.27357, 0.50415], [0.62208, -4.37137, -0.90717], [-0.13455, 1.82468, -0.63085], [1.70058, -3.39491, 0.69288], [-1.27178, 3.78854, 0.80020], [0.10731, 5.68099, 0.07694], [-0.35986, 1.07970, 0.07207], [-0.27728, -4.13940, 1.06599], [0.00178, -2.31266, -0.29779], [0.49138, -3.57591, 0.14578], [-0.94967, -2.65012, -2.18367], [0.97091, 4.07768, 1.69785], [-0.65776, -1.95894, -1.41649], [-0.36533, -0.16595, -0.29461]],
  "mulliken_charge": [-0.513, -0.280, 0.227, 0.229, -0.865, 1.245, -0.240, 0.280, -0.251, -0.782, -0.732, -0.127, -0.244, 0.190, 0.809, 0.431, -0.762, 0.111, 0.275]
}

=====

Number 5 is which compound?
C12H17N5O4